{"formula": "C2H6IN2O2", "method": "ωB97M-V with the def2-TZVPD basis set", "charge": 1, "e_homo_ev": -13.74, "e_above_lowest_kcal_mol": 0.0, "orbital_gap_ha": 0.3747, "elements": ["I", "O", "O", "N", "N", "C", "C", "H", "H", "H", "H", "H", "H"], "xyz": [[-3.814934, 0.857592, -0.832500], [0.869569, -1.146020, -0.637815], [2.395189, 0.335121, 0.832837], [-1.232491, -1.476937, -1.117211], [2.928208, 1.863192, 2.494338], [-0.340416, -0.823894, -0.448482], [2.560766, 1.156742, 1.653157], [2.814706, 2.772134, 3.023987], [-2.280722, -1.377248, -1.050246], [-3.749240, 0.541048, -2.391886], [1.448558, -0.553976, -0.037037], [-0.691367, 0.026305, 0.203770], [-0.907826, -2.174058, -1.692912]], "forces_ev_per_angstrom": [[-0.174, 0.136, 0.335], [1.052, 1.000, 1.159], [-0.688, -0.745, -0.938], [-2.525, 1.245, 1.296], [0.113, 3.442, 2.773], [-1.631, 0.851, 0.095], [0.360, -0.578, -0.540], [0.211, -2.047, -1.237], [1.729, 0.371, 0.231], [-0.002, 0.003, -0.331], [0.060, -0.607, -0.624], [0.630, -0.985, -0.540], [0.866, -2.087, -1.680]]}


{"formula": "C2H6IN2O2", "method": "ωB97M-V with the def2-TZVPD basis set", "charge": 1, "e_homo_ev": [-9.82, -13.12], "multiplicity": 3, "e_above_lowest_kcal_mol": 57.5, "orbital_gap_ha": [0.2034, 0.1898], "elements": ["I", "O", "O", "N", "N", "C", "C", "H", "H", "H", "H", "H", "H"], "xyz": [[-2.048136, 2.124086, 0.718159], [0.235447, -2.850500, -1.581690], [-1.183251, -1.773003, 0.384579], [0.921496, 2.277849, 1.091108], [0.319751, -1.512752, -1.237052], [-0.421830, -0.928868, -0.292292], [-0.061825, 1.952724, 0.290677], [1.928451, 2.503540, 0.852249], [0.102241, 1.772819, -0.823179], [0.868443, 2.295355, 2.158123], [-1.850925, -1.510894, 1.037177], [0.968141, -0.866054, -1.789952], [0.221996, -3.484302, -0.807907]], "forces_ev_per_angstrom": [[-0.440, -0.095, 0.202], [0.041, -0.009, -0.087], [1.315, 0.873, -0.904], [4.194, 1.387, 4.184], [-0.054, 2.607, 1.443], [-0.995, -3.863, -0.522], [-0.781, -1.404, -3.658], [-2.141, -0.290, -0.399], [0.086, 0.620, 1.803], [-0.535, -0.243, -2.247], [0.183, 0.812, -0.119], [-1.023, -1.857, 0.712], [0.149, 1.460, -0.408]]}


{"formula": "C2H6IN3", "method": "ωB97M-V with the def2-TZVPD basis set", "charge": 2, "e_homo_ev": [-15.65, -19.70], "multiplicity": 3, "e_above_lowest_kcal_mol": 0.0, "orbital_gap_ha": [0.2461, 0.2389], "elements": ["I", "N", "N", "N", "C", "C", "H", "H", "H", "H", "H", "H"], "xyz": [[-0.271208, -3.192148, -0.322390], [0.429850, -0.317627, -0.144996], [1.512587, 1.558491, 0.448942], [-1.877159, -0.725451, -0.504139], [0.540036, 0.738944, 0.665140], [-0.659794, -1.127800, -0.321564], [-0.141625, 0.788764, 1.474401], [-1.995324, 0.377704, -0.441019], [-2.703394, -1.384491, -0.620968], [1.870099, 2.251559, 1.030239], [2.146745, 1.476594, -0.438143], [1.149188, -0.444540, -0.825503]], "forces_ev_per_angstrom": [[-0.218, -0.082, 0.151], [-0.290, 0.481, 0.144], [1.689, -0.784, -3.432], [-4.715, 3.228, -0.161], [1.011, -0.923, -0.792], [2.965, -2.300, 0.198], [-0.491, 0.509, 0.843], [-0.488, -3.266, -0.382], [1.357, 1.578, 0.203], [0.011, 1.508, 1.699], [-1.652, -0.044, 2.077], [0.820, 0.096, -0.549]]}